Density functional theory data (ωB97M-V with the def2-TZVPD basis set) for C8H9N in the gas phase at a distorted geometry.

Properties
Structure (SMILES): C/C=C1/[C@@H]2C[C@@]12C1=NC1
Charge: 0
HOMO energy in eV: -8.43
Maximum force in eV/A: 4.433
ΔE to the lowest compared entry with this formula, charge and spin in kcal per mole: 130.3
Total energy in eV: -9925.9440

Last column: Mulliken charge in e.
Positions of all 18 atoms, in Å:
C -2.09046 1.55333 0.33165  -1.05
C -1.79987 0.32694 -0.42796  -0.27
C -0.76332 -0.44455 -0.36313  0.46
C -0.11669 -1.68915 -0.82274  -0.58
C 0.48560 -2.02536 0.44122  -0.41
C 0.62999 -0.54033 -0.02777  0.67
C 1.68752 0.27465 -0.28504  -0.36
N 1.97974 1.44122 -0.78206  -0.63
C 3.04892 0.65672 -0.12663  -0.21
H -1.34461 2.34490 0.28394  0.31
H -2.14067 1.45914 1.41780  0.30
H -3.12732 2.01845 -0.02659  0.26
H -2.72384 -0.01778 -0.90420  0.29
H -0.09249 -1.95032 -1.84402  0.35
H 1.42336 -2.59900 0.46999  0.31
H -0.21130 -2.13875 1.41665  0.18
H 3.57303 1.09984 0.81284  0.20
H 3.76869 0.13916 -0.85886  0.17



Density functional theory data (ωB97M-V with the def2-TZVPD basis set) for C20H34Cl24FN5OPS as an isolated structure at a distorted geometry.

Properties
Charge: +1
HOMO energy in eV: -11.77
Maximum force in eV/A: 3.495
ΔE to the lowest compared entry with this formula, charge and spin in kcal per mole: 57.5
Total energy in eV: -354157.2264

Last column: Mulliken charge in e.
Positions of all 87 atoms, in Å:
C 4.23723 0.28822 0.47154  -0.10
N 4.25722 1.44704 1.41755  -0.27
C 3.04751 2.26810 1.11908  -0.69
N 3.32926 3.20173 -0.00660  0.57
F 4.62063 3.52315 -0.23141  -0.18
C 2.40802 3.72355 -0.82208  -0.30
N 0.99626 3.36095 -0.61764  0.37
C 0.39926 4.10224 0.53936  -0.53
C -1.18044 3.93788 0.68590  -0.82
C -1.63274 2.43111 1.04953  -0.48
C -1.79281 1.53648 -0.25707  -0.15
N -2.55238 0.26411 -0.05420  -0.31
C -2.02970 -0.64314 -1.10307  0.71
C -0.65352 -1.44613 -0.89433  -0.85
O -2.58956 -0.80569 -2.20504  -0.58
C 0.32756 3.66261 -1.91311  -0.56
C 0.42078 5.21285 -2.25376  0.38
C 1.95275 5.64641 -2.28826  -0.55
N 2.91410 4.57621 -1.88514  0.02
P 3.55698 3.66634 -3.25971  0.25
S 5.24248 4.31547 -3.95460  -0.30
H 4.52201 0.68521 -0.55525  0.17
H 3.18173 -0.13089 0.40594  0.19
H 4.91551 -0.54082 0.82950  -0.18
H 4.19473 1.14660 2.40021  0.17
H 2.10354 1.65241 0.99504  0.45
H 2.90158 2.92071 2.05203  0.32
H 0.67949 5.21454 0.48868  0.33
H 0.84379 3.74262 1.53345  0.38
H -1.77846 4.30365 -0.20229  0.27
H -1.47100 4.56178 1.60201  0.41
H -2.65660 2.52050 1.55512  0.33
H -0.89464 1.96432 1.77043  0.19
H -2.28929 2.15453 -1.08504  0.28
H -0.74254 1.28110 -0.61912  -0.10
H -3.51428 0.47591 -0.37900  0.37
H -0.36911 -1.43131 0.20670  0.29
H -0.69070 -2.48491 -1.33292  0.09
H 0.16917 -0.85418 -1.42986  0.32
H -0.76135 3.37030 -1.96890  0.01
H 0.85110 3.07390 -2.74625  0.40
H -0.10935 5.43531 -3.24038  -0.41
H -0.08659 5.88621 -1.47972  0.30
H 2.16700 6.60146 -1.70917  0.28
H 2.19257 5.90158 -3.38185  0.35
H 2.58598 3.69605 -4.30934  0.01
H 3.73255 2.29952 -2.83233  0.10
C -2.92606 -4.52548 -0.40999  0.09
Cl -1.82452 -5.08823 -1.67306  -0.14
Cl -3.94048 -5.84876 0.17280  -0.10
Cl -2.01612 -3.80272 0.92593  -0.12
H -3.57158 -3.76062 -0.83564  0.25
C -2.96130 -1.90737 -5.60595  0.24
Cl -1.24135 -1.49313 -5.55487  -0.14
Cl -3.70545 -1.28907 -7.08674  -0.13
Cl -3.18270 -3.65779 -5.48144  -0.12
H -3.45072 -1.43922 -4.75515  0.15
C 6.74422 -3.07909 -0.05229  -0.04
Cl 6.71618 -2.97526 1.71410  -0.12
Cl 5.11992 -3.38568 -0.68309  -0.11
Cl 7.41329 -1.59788 -0.75051  -0.11
H 7.38432 -3.91085 -0.33610  0.38
C 7.02856 0.62528 4.37842  0.00
Cl 6.76274 -0.74804 3.29314  -0.06
Cl 5.55400 1.59636 4.52052  -0.13
Cl 7.56200 0.06980 5.96874  -0.11
H 7.81030 1.25055 3.95404  0.31
C -3.27963 -2.58598 4.29532  0.69
Cl -4.53518 -1.34078 4.34189  -0.13
Cl -1.67798 -1.86263 4.50630  -0.14
Cl -3.57572 -3.81552 5.52950  -0.11
H -3.31094 -3.06618 3.31975  -0.32
C -0.64488 6.03589 -6.55826  0.00
Cl -1.26100 6.83528 -5.10427  -0.13
Cl 0.20248 7.19102 -7.59090  -0.10
Cl 0.42205 4.69034 -6.12266  -0.08
H -1.49014 5.63594 -7.11298  0.34
C -6.01018 -6.74023 3.94430  -0.03
Cl -6.60404 -7.75864 2.62618  -0.12
Cl -5.18656 -7.72036 5.16590  -0.14
Cl -4.92820 -5.48719 3.32294  -0.01
H -6.86277 -6.25482 4.41269  0.31
C -7.00497 -11.19321 5.86206  0.44
Cl -7.52405 -11.57532 7.50915  -0.12
Cl -5.85028 -12.39904 5.27821  -0.12
Cl -8.39886 -11.09029 4.77819  -0.12
H -6.51069 -10.22509 5.87525  -0.07



Density functional theory data (ωB97M-V with the def2-TZVPD basis set) for C19H19F3IrN4O7 as an isolated structure at a distorted geometry.

Properties
Charge: 0
HOMO energy (alpha / beta) in eV: -7.66 / -7.58
Maximum force in eV/A: 5.031
ΔE to the lowest compared entry with this formula, charge and spin in kcal per mole: 36.9
2S+1: 2
Total energy in eV: -51293.9495

Last column: Mulliken charge in e.
Positions of all 53 atoms, in Å:
Ir -0.05307 0.19267 0.39200  2.62
C -2.33021 -0.34394 0.63853  1.03
C -2.10688 0.97022 1.01727  0.72
C -1.22106 0.96062 2.14830  1.04
C -0.92887 -0.39823 2.46574  0.44
C -1.64146 -1.19716 1.55613  0.56
C -1.72750 -2.67777 1.64146  -1.79
C -0.11141 -0.92242 3.60780  -1.86
C -0.86208 2.13435 2.97892  -1.66
C -2.67417 2.21095 0.42817  -1.80
C -3.22652 -0.80771 -0.45600  -2.00
H -1.76853 -3.13969 0.65400  0.31
H -2.64583 -2.95130 2.17242  0.42
H -0.87893 -3.08660 2.18071  0.46
H 0.34959 -0.11366 4.17117  0.44
H 0.67593 -1.57745 3.23657  0.31
H -0.73444 -1.50197 4.29394  0.38
H -0.71615 3.02191 2.37034  0.41
H 0.04948 1.95952 3.54447  0.45
H -1.68180 2.31866 3.68293  0.30
H -1.88887 2.95677 0.29425  0.26
H -3.42315 2.62461 1.10955  0.37
H -3.14252 2.02519 -0.53505  0.36
H -3.26672 -0.08388 -1.26791  0.40
H -4.24007 -0.94190 -0.06818  0.36
H -2.89208 -1.76186 -0.86103  0.36
O 5.04255 3.76991 0.45572  -0.55
C 4.04648 3.10792 0.43135  0.37
C 2.61312 3.60740 0.66156  -0.05
O 2.25388 4.74798 0.83581  -0.63
C 1.80773 2.39516 0.59691  0.75
C 2.54108 1.30074 0.29243  0.57
O 1.92804 0.14779 0.13037  -0.61
C 3.96324 1.59583 0.17016  -0.14
O 4.87991 0.85092 -0.07921  -0.62
O 0.52179 2.25197 0.79463  -0.79
N 0.80763 0.01107 -5.69379  -0.36
C 0.58206 -0.09251 -4.37399  0.59
N 1.10591 -1.11381 -3.70520  -0.14
N -0.16344 0.86406 -3.83508  -0.79
C -0.40623 0.92494 -2.57116  0.63
N -0.69956 1.08337 -1.45156  -0.66
H 1.38257 -0.64430 -6.18763  0.18
H 0.46880 0.82814 -6.16789  0.25
H 1.69958 -1.78080 -4.16482  0.23
H 0.88711 -1.27642 -2.71858  0.16
F 2.04356 -3.45015 -2.04921  -0.27
C 1.34276 -3.72751 -0.93218  0.79
F 0.28480 -4.48332 -1.29781  -0.28
F 2.10777 -4.44960 -0.12765  -0.24
C 0.83425 -2.43689 -0.26705  0.15
O 0.25608 -1.61528 -1.08145  -0.90
O 0.95583 -2.28657 0.93882  -0.54



Density functional theory data (ωB97M-V with the def2-TZVPD basis set) for C49H56CoN5O as an isolated structure at a distorted geometry.

Properties
Charge: -1
HOMO energy (alpha / beta) in eV: -2.30 / -2.20
Maximum force in eV/A: 2.068
ΔE to the lowest compared entry with this formula, charge and spin in kcal per mole: 43.8
2S+1: 2
Total energy in eV: -98843.8643

Last column: Mulliken charge in e.
Positions of all 112 atoms, in Å:
Co 0.21823 -1.86270 -0.41206  -1.30
N 1.88379 -4.03047 0.70802  0.32
C 2.10464 -3.88413 -0.63605  0.13
C 2.79195 -4.89131 -1.31587  -0.83
C 3.12763 -4.72366 -2.64808  -0.67
C 2.72086 -3.54418 -3.28182  -1.07
C 1.96781 -2.63834 -2.57712  -0.48
N 1.65687 -2.76560 -1.27084  1.52
C 1.60680 -3.05407 1.67251  1.26
C 1.95670 -3.47917 2.98042  -1.05
C 1.98697 -2.77361 4.13691  -1.68
C 1.44847 -1.39342 4.39275  2.55
C 0.98078 -0.73648 2.10432  2.06
N 1.11878 -1.89977 1.24722  0.00
H 2.19012 -4.91169 1.09506  0.30
H 3.09032 -5.78498 -0.78457  0.47
H 3.69950 -5.46996 -3.17671  0.41
H 2.98060 -3.35025 -4.31010  0.48
H 1.58069 -1.75725 -3.06841  0.40
H 2.34149 -4.49435 3.04185  0.24
H 2.41313 -3.24997 5.00804  0.23
H 0.15037 0.12808 3.78313  -0.58
H 0.18276 -0.21348 0.30366  -0.71
C -2.81345 -2.87645 2.91918  -1.66
C -2.23435 -1.51362 3.31241  1.63
C -3.20566 -0.72538 4.20358  -1.80
C -0.89980 -1.63381 3.97394  -1.00
C -0.61699 -1.95082 5.29194  -0.20
C 0.69547 -1.67203 5.65471  -1.99
C 2.55264 -0.50008 3.90225  -1.93
C 2.36217 -0.22509 2.60501  0.28
C 3.38246 0.45260 1.73126  0.22
C 3.04454 1.91682 1.43075  -1.20
C 3.61827 -0.29974 0.42259  -1.17
C 0.31103 -0.92093 3.48127  0.37
N 0.25215 0.18026 1.26941  1.17
C -0.06497 1.49912 1.21470  -0.47
C -0.41404 1.95102 -0.11740  0.38
N -0.27697 1.16630 -1.14806  0.63
C -0.71111 1.46335 -2.41165  -0.68
C 0.23748 1.75400 -3.40879  0.35
C -0.17587 1.83470 -4.72594  -0.29
C -1.50545 1.66067 -5.06393  -1.58
C -2.44829 1.46878 -4.06807  0.06
C -2.08216 1.39925 -2.73550  0.51
C -3.12629 1.30872 -1.64364  1.49
C -4.24249 2.33522 -1.85635  -1.88
C -3.69444 -0.10372 -1.52192  -1.21
C 1.65746 2.08603 -3.00053  1.67
C 2.66501 1.00175 -3.38264  -1.24
C 2.07559 3.43252 -3.59319  -1.86
C -0.81788 3.34306 -0.03349  0.21
C -1.23365 4.29887 -0.94321  -0.07
C -1.56105 5.56939 -0.46265  -1.17
C -1.45615 5.90945 0.87170  -0.91
C -0.99749 4.96417 1.81788  1.18
C -0.78768 5.16241 3.20101  -0.98
C -0.31135 4.11977 3.97361  -1.23
C -0.03262 2.84788 3.47184  -0.14
C -0.23169 2.59354 2.11551  1.10
C -0.70164 3.69221 1.32631  -1.14
H -3.79126 -2.75081 2.45501  0.46
H -2.92126 -3.52431 3.78763  0.32
H -2.14743 -3.35847 2.20481  0.31
H -2.08891 -0.94444 2.38822  -0.34
H -3.44805 -1.28174 5.10667  0.31
H -4.12859 -0.51717 3.66561  0.48
H -2.75269 0.22134 4.49313  0.37
H -1.34053 -2.35135 5.98584  0.48
H 1.15961 -1.92860 6.59172  0.39
H 3.45277 -0.27513 4.45318  0.32
H 4.31830 0.44444 2.30674  0.49
H 2.24685 1.98983 0.69913  0.03
H 3.91718 2.42431 1.02187  0.55
H 2.73103 2.44040 2.33099  0.25
H 2.71395 -0.32046 -0.18413  -0.33
H 3.92576 -1.32368 0.62302  0.22
H 4.40495 0.19377 -0.14534  0.55
H 0.54653 2.05153 -5.50253  0.33
H -1.81227 1.70915 -6.09992  0.34
H -3.48950 1.37776 -4.34418  0.27
H -2.64707 1.54795 -0.68983  -0.26
H -4.86354 2.07624 -2.71174  0.37
H -3.81733 3.32331 -2.01877  0.40
H -4.87964 2.38093 -0.97430  0.44
H -4.19858 -0.40136 -2.44016  0.27
H -4.40855 -0.15530 -0.70083  0.50
H -2.88205 -0.79808 -1.32589  -0.31
H 1.67215 2.17913 -1.91094  -0.54
H 2.61811 0.78702 -4.44912  0.29
H 2.46109 0.08871 -2.82982  -0.01
H 3.67519 1.33030 -3.13708  0.47
H 2.17672 3.36126 -4.67290  0.37
H 3.03142 3.75115 -3.18214  0.45
H 1.33175 4.19206 -3.36470  0.36
H -1.30212 4.08330 -1.99990  0.81
H -1.90094 6.31709 -1.17036  0.42
H -1.71524 6.91136 1.19278  0.39
H -0.98058 6.13066 3.64356  0.40
H -0.14808 4.29563 5.02874  0.43
H 0.33872 2.08695 4.14397  0.82
C -0.95993 -4.23675 -2.64619  -1.42
C -1.66386 -2.87367 -2.50373  0.14
C -1.65362 -2.13494 -3.85588  -0.69
O -1.15448 -2.08402 -1.50850  0.06
H -1.54725 -4.89702 -3.28041  0.54
H -0.84626 -4.69417 -1.66578  0.17
H 0.02439 -4.11513 -3.08620  0.24
H -2.72537 -3.09213 -2.25125  0.23
H -0.63962 -1.83441 -4.10647  0.00
H -2.25793 -1.23582 -3.78639  -0.11
H -2.04392 -2.77602 -4.64340  0.50